(1)
{
  "formula": "C27H40N2OOsSSi2",
  "method": "wB97M-V/def2-TZVPD",
  "spin_multiplicity": 1,
  "e_above_lowest_ev": 0.214,
  "charge": 2,
  "gap_ha": 0.2768,
  "elements": ["Os", "C", "Si", "C", "C", "C", "C", "C", "C", "C", "C", "N", "Si", "C", "C", "C", "H", "H", "H", "H", "H", "H", "H", "H", "H", "H", "H", "H", "H", "H", "H", "H", "H", "H", "H", "H", "H", "H", "C", "C", "C", "O", "H", "H", "H", "H", "H", "H", "H", "N", "S", "C", "C", "C", "C", "C", "C", "C", "C", "C", "C", "C", "C", "H", "H", "H", "H", "H", "H", "H", "H", "H", "H", "H"],
  "xyz": [[0.2404, 0.4944, -0.1173], [-0.6166, -3.2547, -1.8583], [0.1066, -1.7822, -2.7716], [-0.4299, -1.9215, -4.5479], [1.9748, -1.8169, -2.6233], [-0.5338, -0.1785, -1.9650], [-1.9214, -0.1161, -1.4000], [-3.1796, -0.5538, -1.7843], [-4.2552, -0.1912, -0.9860], [-4.0751, 0.5374, 0.1901], [-2.7985, 0.8669, 0.5815], [-1.7770, 0.5222, -0.2127], [-0.1896, 1.4353, -2.9015], [-1.2578, 1.6048, -4.4135], [-0.6205, 2.8255, -1.6876], [1.6020, 1.5347, -3.3998], [-0.3001, -4.1539, -2.3945], [-1.7097, -3.2603, -1.8647], [-0.2850, -3.3743, -0.8264], [-0.0628, -2.8781, -4.9304], [-0.0233, -1.1452, -5.1966], [-1.5157, -1.9275, -4.6624], [2.3083, -2.8492, -2.4935], [2.3660, -1.2330, -1.7841], [2.4604, -1.4349, -3.5222], [-3.3136, -1.1055, -2.7044], [-5.2584, -0.4656, -1.2864], [-4.9171, 0.8338, 0.7983], [-2.5771, 1.4002, 1.4955], [-2.3182, 1.4639, -4.1931], [-0.9651, 0.8779, -5.1711], [-1.1480, 2.5981, -4.8545], [-1.7045, 2.9402, -1.6175], [-0.2077, 3.7161, -2.1737], [-0.2359, 2.8910, -0.6659], [1.8326, 0.8486, -4.2170], [2.3084, 1.3354, -2.5973], [1.7935, 2.5463, -3.7683], [2.9003, 3.5942, 0.7502], [2.7826, 2.2378, 0.0982], [3.7871, 1.2237, 0.5906], [1.4363, 1.7475, 0.4332], [3.9008, 3.9932, 0.5802], [2.7456, 3.5155, 1.8269], [2.1789, 4.2989, 0.3397], [2.8191, 2.3276, -0.9857], [3.7387, 1.1275, 1.6766], [4.7935, 1.5479, 0.3231], [3.6256, 0.2432, 0.1370], [0.7118, -1.1931, 0.6151], [0.7269, -1.7536, 2.1933], [-0.9786, -2.0012, 2.6269], [-1.9238, -2.2897, 1.6571], [-3.2122, -2.6047, 2.0680], [-3.5315, -2.6303, 3.4172], [-2.5625, -2.3527, 4.3741], [-1.2699, -2.0404, 3.9871], [1.2905, -0.4534, 3.2287], [0.5249, 0.6805, 3.4840], [1.0517, 1.6651, 4.2973], [2.3208, 1.5029, 4.8501], [3.0685, 0.3617, 4.5979], [2.5550, -0.6334, 3.7778], [1.3101, -1.8019, 0.0599], [-1.6621, -2.3086, 0.6077], [-3.9624, -2.8447, 1.3266], [-4.5356, -2.8822, 3.7303], [-2.8089, -2.3857, 5.4264], [-0.5140, -1.8305, 4.7329], [-0.4731, 0.7725, 3.0709], [0.4752, 2.5534, 4.5160], [2.7229, 2.2733, 5.4945], [4.0456, 0.2393, 5.0442], [3.1265, -1.5300, 3.5731]],
  "forces_ev_per_angstrom": [[-0.209, 0.341, 1.034], [-0.007, -0.041, -0.112], [-0.120, -0.137, 0.185], [0.051, -0.020, -0.057], [0.030, 0.001, 0.044], [-0.203, 0.091, 0.040], [0.415, -0.072, 0.174], [0.000, 0.017, -0.080], [-0.011, -0.060, -0.100], [0.018, 0.053, 0.131], [-0.116, -0.182, -0.088], [0.266, 0.191, -0.305], [0.104, 0.029, -0.278], [-0.128, 0.060, 0.104], [-0.035, 0.092, -0.106], [-0.013, 0.013, -0.071], [-0.024, -0.019, 0.031], [0.007, 0.027, 0.005], [0.039, 0.027, 0.022], [-0.023, -0.001, -0.016], [0.018, 0.013, 0.036], [-0.006, 0.027, 0.008], [0.023, -0.001, -0.023], [-0.006, 0.006, -0.022], [-0.007, 0.013, 0.007], [-0.020, -0.002, -0.001], [0.007, -0.011, -0.015], [-0.007, -0.005, -0.012], [0.039, -0.005, -0.007], [-0.004, -0.012, -0.020], [-0.035, 0.004, -0.004], [0.025, 0.015, 0.031], [0.011, 0.049, -0.075], [-0.093, 0.059, 0.015], [0.023, -0.109, 0.015], [-0.043, 0.006, -0.013], [0.021, -0.077, 0.020], [0.038, -0.014, -0.017], [0.098, 0.072, 0.031], [-0.234, -0.029, -0.041], [0.126, 0.011, -0.001], [-0.037, -0.475, -0.125], [-0.011, 0.003, -0.021], [-0.001, -0.032, 0.003], [-0.017, -0.016, -0.006], [0.029, 0.052, -0.026], [-0.036, 0.009, -0.003], [-0.010, 0.005, 0.011], [-0.029, 0.010, -0.020], [0.185, 0.040, -0.226], [0.082, -0.233, -0.096], [0.056, 0.214, 0.177], [0.005, -0.113, -0.039], [0.015, 0.020, -0.034], [0.008, -0.001, 0.036], [-0.001, -0.006, 0.007], [-0.109, 0.023, -0.030], [-0.043, 0.037, 0.041], [-0.045, -0.013, -0.030], [0.030, -0.013, 0.006], [-0.008, 0.009, 0.001], [-0.002, 0.007, -0.010], [0.025, 0.047, -0.013], [-0.086, -0.038, -0.050], [-0.001, 0.051, -0.011], [-0.006, -0.002, -0.002], [-0.004, -0.002, -0.009], [-0.010, -0.004, -0.001], [0.000, -0.001, -0.014], [0.018, 0.018, 0.004], [-0.004, 0.002, -0.003], [0.000, -0.002, 0.006], [0.003, 0.001, -0.001], [-0.016, -0.017, 0.009]],
  "lowdin_charge": [1.469, -0.166, 0.461, -0.156, -0.163, -0.454, -0.364, 0.019, 0.002, -0.021, -0.070, -0.111, 0.441, -0.138, -0.160, -0.152, 0.052, 0.037, 0.012, 0.053, 0.030, 0.044, 0.050, 0.005, 0.043, 0.131, 0.131, 0.126, 0.131, 0.043, 0.031, 0.055, 0.051, 0.064, 0.009, 0.044, 0.011, 0.058, -0.025, -0.447, -0.031, -0.379, 0.102, 0.087, 0.089, 0.114, 0.078, 0.103, 0.072, -0.422, 1.195, -0.397, -0.085, -0.049, -0.035, -0.033, -0.066, -0.446, -0.088, -0.037, -0.027, -0.040, -0.072, 0.021, 0.079, 0.119, 0.123, 0.125, 0.124, 0.105, 0.123, 0.125, 0.125, 0.122]
}

---

(2)
{
  "formula": "H24O12",
  "method": "wB97M-V/def2-TZVPD",
  "spin_multiplicity": 1,
  "e_above_lowest_ev": 2.160,
  "gap_ha": 0.3654,
  "smiles": "O.O.O.O.O.O.O.O.O.O.O.O",
  "elements": ["O", "H", "H", "O", "H", "H", "O", "H", "H", "O", "H", "H", "O", "H", "H", "O", "H", "H", "O", "H", "H", "O", "H", "H", "O", "H", "H", "O", "H", "H", "O", "H", "H", "O", "H", "H"],
  "xyz": [[-0.6680, -1.7746, -0.7167], [-1.2640, -2.2726, -1.2937], [-0.7380, -2.1706, 0.1573], [2.9410, -0.3146, -0.4437], [2.1580, 0.2024, -0.2447], [2.8560, -0.9496, 0.2913], [-0.2330, -0.1736, 2.6473], [-0.4090, -1.1216, 2.4953], [0.5160, -0.2046, 3.2253], [-2.6690, -0.3716, 0.6443], [-2.5720, 0.4154, 0.0793], [-2.2150, -1.1406, 0.3363], [-2.2130, 2.0114, 2.9163], [-1.9150, 2.8584, 3.2933], [-1.4250, 1.5124, 2.7133], [3.1030, 2.6224, 0.8553], [3.1960, 3.4824, 0.4473], [2.2180, 2.3514, 0.7073], [2.1550, -2.3716, -2.2227], [1.2460, -2.2026, -2.2007], [2.4410, -1.6486, -1.6607], [0.0980, -0.1586, -3.0197], [0.2480, -0.7156, -3.7797], [-0.1090, 0.6724, -3.4307], [0.1160, 3.4264, 0.5433], [0.0850, 2.5854, 0.0663], [0.0560, 4.1484, -0.0717], [-0.4620, -2.6876, 1.6703], [0.4370, -2.4736, 1.7853], [-0.7260, -3.3506, 2.3203], [0.4080, 0.6574, 0.0263], [0.1210, 0.0894, -0.6887], [0.1960, 0.2804, 0.8843], [-2.5950, -0.5406, -2.5597], [-2.7130, -0.0886, -3.3767], [-1.6700, -0.5836, -2.3967]],
  "forces_ev_per_angstrom": [[-0.083, -0.124, -1.115], [0.113, 0.019, 0.121], [0.071, -0.469, 0.022], [0.209, -1.102, 0.750], [-0.552, 0.847, -0.316], [0.650, 0.112, -0.426], [-0.053, -0.542, -0.467], [-0.801, 0.681, -0.010], [0.798, 0.452, 0.745], [-1.039, 1.173, 1.220], [0.244, -1.072, 0.031], [0.340, 0.227, -1.027], [-0.414, 0.900, 0.448], [-0.067, -0.588, -0.365], [0.334, -0.286, -0.087], [1.606, 0.025, 0.408], [-0.166, 0.162, -0.056], [-1.417, -0.078, -0.234], [1.576, -0.633, -0.255], [-2.383, -0.007, -0.062], [0.819, 0.573, 0.258], [0.093, -0.098, 0.259], [0.362, -0.607, -0.275], [-0.089, 0.892, -0.076], [0.158, -0.272, 0.619], [-0.143, 0.011, -0.121], [-0.085, 0.212, -0.488], [-1.753, -0.650, 0.455], [2.006, -0.206, 0.194], [0.151, -0.002, -0.117], [0.759, 1.233, -0.325], [-0.370, -0.593, -0.028], [-0.566, -0.241, 0.352], [-1.594, -0.624, 0.893], [-0.078, 0.458, -0.922], [1.363, 0.220, -0.004]],
  "lowdin_charge": [-0.068, 0.080, -0.013, -0.049, -0.017, 0.059, -0.030, 0.018, 0.062, -0.044, 0.053, -0.029, -0.066, 0.043, -0.027, -0.040, 0.034, -0.037, -0.044, -0.049, -0.021, -0.020, 0.068, 0.062, -0.052, -0.002, 0.030, 0.007, 0.058, 0.115, -0.052, 0.013, 0.015, -0.031, 0.024, -0.049]
}

---

Number 1: total energy -62719.785 eV, LUMO level -6.9773 eV. Number 2: total energy -24959.535 eV, LUMO level -0.5383 eV.